No. 1
Formula: C25H79O32P7
Source: the Open Molecules 2025 dataset
Level of theory: ωB97M-V/def2-TZVPD

The geometry in ORCA input format:
```
! wB97M-V def2-TZVPD RIJCOSX def2/J DEFGRID3
* xyz 0 1
C -3.8066 3.1591 34.9697
O -5.1863 2.8819 34.8249
P -5.7612 2.1654 33.4972
O -7.2615 2.2708 33.4311
O -4.9177 2.7726 32.2393
C -5.1521 4.1504 31.7822
O -5.1539 0.6674 33.6494
C -5.3385 -0.2732 32.6120
H -3.6031 4.1913 34.6846
H -3.1954 2.5496 34.3041
H -3.4076 2.9357 35.9592
H -4.2601 4.7672 31.8920
H -5.9167 4.6524 32.3750
H -5.3726 4.0904 30.7165
H -5.9147 0.1891 31.8105
H -5.8776 -1.1453 32.9822
H -4.4166 -0.5624 32.1073
C 2.1375 0.7813 30.2335
O 2.4482 1.8524 29.2993
P 1.5387 1.9478 27.9792
O 1.9301 1.0378 26.8288
O 1.6071 3.5928 27.7173
C 1.1678 4.6177 28.6757
O 0.0015 1.8238 28.4560
C -1.1095 2.1541 27.5758
H 1.3225 0.1423 29.8937
H 1.9649 1.1782 31.2339
H 2.9880 0.1135 30.3704
H 0.8347 4.2278 29.6376
H 0.4228 5.3058 28.2763
H 2.0824 5.1770 28.8729
H -1.8282 1.3346 27.5834
H -0.7150 2.2321 26.5627
H -1.7669 2.9897 27.8156
C -7.9777 4.7672 27.9776
O -7.7503 5.1814 29.3118
P -8.8645 6.1313 29.9797
O -9.2638 7.2758 29.1390
O -8.2176 6.5624 31.4343
C -7.1937 7.5684 31.5021
O -10.1246 5.1916 30.3905
C -9.9836 4.1411 31.3122
H -8.2164 5.6475 27.3807
H -8.8378 4.0979 27.9646
H -7.0994 4.2201 27.6350
H -6.5262 7.5138 30.6422
H -6.5829 7.2673 32.3532
H -7.5665 8.5913 31.4484
H -10.4055 4.3973 32.2841
H -8.9490 3.8758 31.5296
H -10.5352 3.2413 31.0398
C 2.2297 3.7062 32.7141
O 1.4110 2.6349 33.2892
P -0.2131 2.7781 33.2010
O -0.7196 4.1314 33.5608
O -0.4558 2.3353 31.6629
C -1.8103 1.9627 31.1947
O -0.7573 1.5061 34.0989
C -0.3617 0.1393 33.7625
H 1.7946 4.6082 32.2836
H 2.8498 3.3160 31.9071
H 2.9454 4.0446 33.4633
H -2.6469 2.2849 31.8148
H -1.8978 0.8768 31.1570
H -1.9178 2.4762 30.2392
H -1.1825 -0.4934 34.1004
H 0.4966 -0.2034 34.3405
H -0.1511 -0.1026 32.7208
C -3.7255 -0.1332 28.3573
O -4.9492 -0.3874 28.9994
P -5.7868 -1.7370 28.6980
O -7.1333 -1.8038 29.3777
O -5.7297 -1.8505 27.0646
C -6.6411 -1.1322 26.2223
O -4.7132 -2.8603 29.1938
C -5.1064 -4.1443 29.6619
H -2.8914 0.0482 29.0352
H -3.8653 0.7810 27.7806
H -3.4631 -1.0087 27.7633
H -7.3712 -0.5446 26.7790
H -7.1728 -1.8189 25.5637
H -6.0014 -0.5453 25.5632
H -4.6702 -4.8726 28.9783
H -6.1799 -4.2502 29.8184
H -4.5163 -4.3777 30.5481
C -9.5127 0.3166 31.6610
O -9.4682 -0.1393 30.2920
P -9.6259 0.9889 29.0351
O -9.5669 0.5055 27.6036
O -11.0369 1.7644 29.4696
C -12.3591 1.2031 29.4101
O -8.5005 2.0591 29.4784
C -7.1378 1.7908 29.2050
H -10.5445 0.0720 31.9131
H -9.3061 1.3812 31.7705
H -8.7394 -0.1934 32.2355
H -12.9816 1.9075 28.8583
H -12.7393 1.1480 30.4301
H -12.3118 0.2615 28.8631
H -6.8312 1.0336 29.9267
H -6.4701 2.6397 29.3517
H -6.9428 1.4430 28.1905
C -1.8049 7.1513 26.8699
O -2.1475 7.7043 28.1613
P -3.2639 7.1169 29.1409
O -3.5694 5.6842 28.9166
O -2.6933 7.4785 30.6439
C -1.3921 7.1396 31.0282
O -4.4822 8.1812 28.8115
C -4.9540 8.3970 27.4953
H -0.7273 7.2438 26.7346
H -2.1555 7.7320 26.0167
H -1.9803 6.0792 26.7804
H -0.8438 6.7580 30.1669
H -1.4095 6.4962 31.9079
H -0.8242 7.9966 31.3905
H -4.6651 9.3657 27.0874
H -6.0307 8.4863 27.6395
H -4.7399 7.6256 26.7556
C -4.6305 3.3998 27.0446
O -4.0743 3.0992 28.2891
H -3.9832 3.0865 26.2254
H -5.5413 2.8053 26.9730
H -4.9023 4.4524 26.9659
H -3.8987 3.9818 28.6235
C -7.8885 2.2350 25.1345
O -7.6633 3.5721 24.8961
H -7.2514 1.6611 24.4616
H -7.5425 2.0504 26.1515
H -8.9068 1.9100 24.9209
H -8.4946 4.0522 24.8875
C -2.9575 1.6061 24.1302
O -2.0866 1.1706 23.1364
H -3.7963 0.9111 24.1696
H -2.3888 1.6642 25.0583
H -3.3089 2.5877 23.8124
H -2.5866 0.8507 22.3819
C -6.6545 6.4775 24.4208
O -6.3464 7.8010 24.8531
H -7.7210 6.3505 24.2350
H -6.0608 6.2218 23.5432
H -6.3109 5.7671 25.1728
H -6.5717 8.4076 24.1440
*
```

HOMO level	-0.3801	Eh
max |F|	0.07232	hartree/bohr
energy relative to the best compared isomer or geometry (same formula, charge and spin)	73.23	kcal per mole
gap between HOMO and LUMO	10.7	eV
DFT total energy	-5797.564609	Eh
structure (SMILES)	COP(=O)(OC)OC.COP(=O)(OC)OC.COP(=O)(OC)OC.COP(=O)(OC)OC.COP(=O)(OC)OC.COP(=O)(OC)OC.COP(=O)(OC)OC.CO.CO.CO.CO

No. 2
Formula: C42H48N8O4S4Tl
Source: the Open Molecules 2025 dataset
Level of theory: ωB97M-V/def2-TZVPD

The geometry in ORCA input format:
```
! wB97M-V def2-TZVPD RIJCOSX def2/J DEFGRID3
* xyz 1 1
Tl -2.0062 0.2026 1.7615
N -4.2327 -0.7909 1.8444
C -4.8633 -0.8860 3.1642
C -4.2371 0.1102 4.1329
N -2.7693 0.0258 4.2163
C -2.2230 1.1965 4.9206
C -2.2496 2.4662 4.0843
N -1.5209 2.2595 2.8353
C -2.2909 -1.2214 4.8254
C -2.0760 -2.3734 3.8444
N -1.2958 -1.9263 2.6946
H -4.7803 -0.1274 1.2615
H -4.2414 -1.6775 1.3530
H -4.7981 -1.9014 3.5523
H -5.9269 -0.6453 3.0998
H -4.6776 -0.0226 5.1297
H -4.4928 1.1111 3.7846
H -1.1805 0.9799 5.1625
H -2.7525 1.3638 5.8666
H -1.8173 3.2751 4.6778
H -3.2664 2.7625 3.8298
H -0.5113 2.2984 2.9305
H -1.8547 2.8770 2.1004
H -2.9652 -1.5501 5.6253
H -1.3273 -1.0103 5.2922
H -3.0185 -2.7649 3.4708
H -1.5884 -3.1861 4.3897
H -1.2968 -2.5998 1.9381
H -0.3276 -1.7090 2.9193
N -1.2265 -0.7002 -0.0595
S -1.2202 -0.3565 -1.4860
N 0.2570 -0.8103 -2.1329
S 1.5214 -0.0083 -1.7602
N 1.7334 0.7139 -0.4159
S 1.7286 0.2014 1.1574
N 0.5709 0.3904 2.0215
C 3.1603 1.1172 1.7192
C 3.2994 1.1929 3.0995
C 4.3777 1.8765 3.6381
C 5.3010 2.4884 2.8005
C 5.1452 2.4212 1.4235
C 4.0731 1.7308 0.8758
C 2.3356 -1.4805 1.0310
C 1.3896 -2.4363 0.6742
C 1.7731 -3.7647 0.5869
C 3.0870 -4.1311 0.8517
C 4.0209 -3.1680 1.2022
C 3.6504 -1.8323 1.2965
C 2.8285 -1.1534 -2.1445
C 4.1313 -0.6788 -2.0607
C 5.1765 -1.5323 -2.3643
C 4.9118 -2.8410 -2.7515
C 3.6052 -3.2960 -2.8404
C 2.5469 -2.4499 -2.5384
C 1.8021 1.2917 -2.9420
C 2.0804 2.5877 -2.5487
C 2.2954 3.5445 -3.5323
C 2.2364 3.1945 -4.8718
C 1.9527 1.8855 -5.2473
C 1.7285 0.9233 -4.2804
C -2.2137 -1.3650 -2.5753
C -3.3070 -0.9002 -3.2874
C -4.0150 -1.7996 -4.0729
C -3.6515 -3.1365 -4.1172
C -2.5739 -3.5939 -3.3692
C -1.8475 -2.7063 -2.5947
C -1.3070 1.3429 -2.0184
C -1.5020 1.6742 -3.3534
C -1.4917 3.0093 -3.7166
C -1.2738 3.9929 -2.7604
C -1.0304 3.6421 -1.4439
C -1.0375 2.3089 -1.0666
H 2.5590 0.7244 3.7344
H 4.4951 1.9367 4.7118
H 6.1391 3.0267 3.2227
H 5.8558 2.9126 0.7723
H 3.9325 1.6930 -0.1936
H 0.3776 -2.1178 0.4440
H 1.0481 -4.5171 0.3019
H 3.3838 -5.1694 0.7831
H 5.0440 -3.4534 1.4082
H 4.3822 -1.0846 1.5702
H 4.3268 0.3473 -1.7789
H 6.1960 -1.1760 -2.3068
H 5.7307 -3.5054 -2.9934
H 3.4034 -4.3122 -3.1515
H 1.5201 -2.7789 -2.6087
H 2.1060 2.8426 -1.4988
H 2.5026 4.5668 -3.2456
H 2.4073 3.9454 -5.6318
H 1.9014 1.6178 -6.2939
H 1.4928 -0.0973 -4.5563
H -3.6310 0.1240 -3.1893
H -4.8713 -1.4498 -4.6334
H -4.2178 -3.8293 -4.7257
H -2.3003 -4.6404 -3.3891
H -1.0060 -3.0496 -2.0063
H -1.6515 0.9091 -4.1021
H -1.6633 3.2818 -4.7495
H -1.2907 5.0359 -3.0477
H -0.8493 4.4076 -0.7009
H -0.8263 2.0252 -0.0482
O -3.7499 0.3666 -0.9052
S -4.2382 1.5885 -0.2253
O -5.4841 1.2868 0.4900
O -3.1781 1.8685 0.8904
O -4.2813 2.7483 -1.0803
*
```

HOMO level	-0.3728	Eh
max |F|	0.00964	hartree/bohr
energy relative to the best compared isomer or geometry (same formula, charge and spin)	8.27	kcal per mole
gap between HOMO and LUMO	7.9	eV
DFT total energy	-4133.058292	Eh

No. 3
Formula: C49H83N20O23
Source: the Open Molecules 2025 dataset
Level of theory: ωB97M-V/def2-TZVPD

The geometry in ORCA input format:
```
! wB97M-V def2-TZVPD RIJCOSX def2/J DEFGRID3
* xyz -1 1
C -0.4786 -0.9575 -1.6434
C -0.1277 -0.5775 -0.2083
C 1.1174 0.2349 -0.0354
O -1.2491 -0.0080 0.4020
H -1.4403 -1.4669 -1.7035
H 0.2371 -1.6985 -1.9997
H -0.3987 -0.1738 -2.3967
H 0.0784 -1.5053 0.3255
H 1.0220 1.1521 -0.6165
H 2.0715 -0.2154 -0.3096
H 1.0211 0.6409 0.9716
C -2.2836 -3.6623 0.8168
C -3.3968 -3.7288 0.0161
C -3.6584 -4.9610 -0.6118
C -2.9004 -6.0363 -0.4275
C -1.7804 -5.9641 0.3931
C -1.5266 -4.7961 1.1308
O -0.5708 -4.7094 2.1017
O -4.6469 -5.1346 -1.5592
H -2.1204 -2.7067 1.2928
H -4.0339 -2.8753 -0.1629
H -3.2846 -6.9719 -0.8064
H -1.2123 -6.8787 0.4789
H -0.7813 -3.8693 2.5157
H -4.9410 -4.2576 -1.8160
C -5.7805 0.4341 3.9469
C -4.4392 0.4796 3.8219
C -3.8680 -0.3071 2.8227
C -4.6997 -0.8687 1.8275
C -6.0913 -0.8690 1.8784
C -6.6038 -0.2853 3.0613
O -7.9429 -0.1985 3.2183
O -2.5331 -0.5216 2.8767
H -6.1891 0.9321 4.8138
H -3.7345 0.9531 4.4895
H -4.2478 -1.1013 0.8746
H -6.6379 -1.2456 1.0264
H -8.2869 -1.0491 2.9360
H -2.1461 -0.4639 2.0000
C -1.3849 -3.9218 6.2091
C -1.6625 -3.8333 7.6393
C -2.3652 -2.7261 8.1351
C -2.7403 -1.6836 7.2677
C -2.5604 -1.8598 5.9037
C -1.8316 -2.9430 5.3719
O -1.4153 -2.8940 4.0043
O -2.3990 -2.5047 9.4705
H -0.8521 -4.7171 5.7090
H -1.3902 -4.5719 8.3787
H -3.3186 -0.8584 7.6562
H -3.2164 -1.3042 5.2501
H -1.8214 -2.0901 3.6720
H -2.5303 -1.5737 9.6643
C -0.6596 -2.1767 -5.8601
C -2.0333 -1.9347 -5.9069
C -2.9205 -2.7990 -5.2377
C -2.4099 -3.6424 -4.2724
C -1.0369 -3.8049 -4.0991
C -0.1466 -3.0109 -4.8671
O 1.1933 -3.1647 -4.7814
O -4.2324 -2.8871 -5.4825
H 0.0769 -1.6927 -6.4844
H -2.3999 -1.2406 -6.6486
H -3.1069 -4.1373 -3.6123
H -0.6665 -4.5573 -3.4187
H 1.3070 -4.1100 -4.9039
H -4.5636 -2.3623 -6.2150
C -2.8114 5.8675 1.3223
C -1.6556 5.0417 1.1582
C -1.6163 3.7116 1.7159
C -2.6923 3.3403 2.5537
C -3.7984 4.1729 2.7140
C -3.8481 5.4139 2.1520
O -5.0120 6.1280 2.2111
O -0.4971 2.9422 1.6000
H -2.8948 6.7046 0.6449
H -0.7847 5.3900 0.6229
H -2.5195 2.4333 3.1140
H -4.5089 3.6605 3.3457
H -5.7355 5.7251 2.6967
H -0.6217 2.1368 1.0927
C 2.2092 -6.4507 -0.6114
C 1.8160 -5.1902 -0.3027
C 2.7673 -4.1605 -0.4372
C 4.0522 -4.4302 -0.8297
C 4.4932 -5.7543 -0.9996
C 3.5827 -6.7653 -0.8557
O 3.9675 -8.0944 -0.9498
O 2.3134 -2.8825 -0.3637
H 1.4127 -7.1730 -0.7123
H 0.7802 -4.9674 -0.0932
H 4.9002 -3.7664 -0.9117
H 5.5287 -6.0066 -1.1741
H 4.8914 -8.1261 -1.2088
H 1.6405 -2.8724 0.3209
C -2.5535 1.9288 -6.1482
O -2.1894 1.8389 -7.3349
N -1.7661 2.0638 -5.1537
N -3.7749 1.6000 -5.6683
H -2.3258 2.1598 -4.3185
H -0.7662 1.9381 -5.2207
H -4.4692 1.2597 -6.3181
H -4.0340 1.8101 -4.7150
C 4.8704 2.3116 4.6716
O 4.9162 3.4811 4.9947
N 4.1277 2.0048 3.6448
N 5.5737 1.2682 5.1651
H 4.1636 1.0708 3.2621
H 3.7571 2.6907 3.0027
H 6.1163 1.6489 5.9271
H 5.2555 0.3531 4.8797
C 2.7213 -0.1236 -4.0574
O 3.1574 1.0148 -3.9268
N 2.4601 -0.9580 -3.1044
N 2.5165 -0.6298 -5.2396
H 2.0622 -1.8801 -3.2117
H 2.2929 -0.3934 -2.2839
H 2.1122 -1.5549 -5.2675
H 2.8835 -0.1534 -6.0511
C 6.2579 -0.7787 2.0326
O 5.7149 -1.5425 2.7598
N 5.6954 -0.3179 0.9167
N 7.2902 0.0348 2.3604
H 6.1963 0.2534 0.2513
H 4.7944 -0.6358 0.5891
H 7.8316 -0.1553 3.1916
H 7.6411 0.5600 1.5723
C 1.8901 4.4494 -6.3066
O 2.7789 3.9827 -7.0037
N 1.5210 3.9464 -5.1770
N 1.1410 5.4261 -6.6046
H 0.5692 4.0728 -4.8637
H 2.1621 3.1930 -4.9734
H 1.5325 5.9983 -7.3391
H 0.7021 5.9175 -5.8392
C 1.9412 -0.8547 3.7654
O 2.5206 -1.4964 4.6022
N 2.4656 -0.3949 2.6883
N 0.7449 -0.4552 3.8838
H 1.9043 0.2384 2.1370
H 3.2292 -0.8864 2.2461
H 0.1486 -0.5859 4.6884
H 0.5009 0.2351 3.1881
C 5.0884 3.0928 -1.7155
O 5.7658 4.0111 -1.2849
N 5.2675 2.3710 -2.7480
N 3.8503 2.7627 -1.3089
H 4.6053 1.7170 -3.1402
H 6.1310 2.6347 -3.2007
H 3.2737 2.0545 -1.7404
H 3.5403 3.4528 -0.6398
C 3.3964 4.6390 1.6186
O 2.7758 4.4102 0.5892
N 2.9195 4.9924 2.8215
N 4.6628 4.4378 1.7064
H 1.9510 5.0221 3.1065
H 3.6154 5.4534 3.3901
H 5.2249 4.3758 0.8695
H 5.0024 4.7063 2.6189
C -3.3334 2.4271 -1.9807
O -3.7659 2.8006 -3.0075
N -3.3273 1.1988 -1.7313
N -3.1658 3.2405 -0.9593
H -2.8947 0.9305 -0.8590
H -3.1975 0.5734 -2.5137
H -3.5889 4.1563 -1.0078
H -2.7129 2.8006 -0.1710
C -0.4041 4.4717 -2.2471
O -1.0771 4.6557 -3.2686
N -0.5642 3.4211 -1.5385
N 0.5879 5.2056 -1.9240
H -1.3274 2.7968 -1.7569
H -0.0952 3.3373 -0.6479
H 0.4877 5.9805 -2.5640
H 1.2409 5.1278 -1.1575
*
```

HOMO level	-0.2293	Eh
max |F|	0.14693	hartree/bohr
gap between HOMO and LUMO	8.0	eV
DFT total energy	-4742.819849	Eh

Question: Which of these has the highest HOMO level?
Answer: C49H83N20O23